Density functional theory data (ωB97M-V/def2-TZVPD) for a cluster of 27 separate species, C48H156N6O27 in total.

As for the LUMO energy: 0.27 eV. The gap between HOMO and LUMO comes out at 9.1 eV. The calculated total energy is -4282.13584 hartree.

The geometry in ORCA input format:
```
! wB97M-V def2-TZVPD RIJCOSX def2/J DEFGRID3
* xyz 0 1
C 3.5051 3.9356 4.3333
C 3.7493 2.5908 5.0492
C 4.2835 3.0360 6.4108
O 5.6775 3.4133 6.1829
C 6.2939 3.7758 7.3992
N 2.4641 1.9127 5.0754
H 2.7311 4.4708 4.9390
H 3.0362 3.7806 3.3277
H 4.4229 4.4909 4.2331
H 4.4480 1.8803 4.6158
H 4.2552 2.1994 7.1157
H 3.7137 3.8839 6.7489
H 6.3265 2.8868 8.0755
H 5.8441 4.6478 7.8636
H 7.3641 3.9078 7.2443
H 2.4160 1.2250 5.8048
H 1.6507 2.5118 5.0819
C -6.3328 -0.7830 -4.5243
C -5.4120 -0.1803 -5.6674
C -5.5093 -1.0299 -6.9202
O -4.9137 -2.3013 -6.5140
C -3.9318 -2.8072 -7.4181
N -5.7333 1.1612 -5.9459
H -6.1437 -0.1598 -3.7022
H -5.9934 -1.7409 -4.2849
H -7.2857 -0.5661 -4.8934
H -4.3552 -0.3401 -5.3358
H -4.8536 -0.6424 -7.7797
H -6.5148 -1.2274 -7.2704
H -4.4687 -3.0731 -8.3438
H -3.4882 -3.6310 -6.8929
H -3.1256 -2.0812 -7.6551
H -5.0766 1.6960 -6.4899
H -5.8564 1.6246 -5.0424
C 3.2096 4.4433 0.6956
C 2.7427 5.7217 0.1064
C 1.7758 5.6032 -1.0234
O 1.4139 6.8788 -1.5343
C 0.9684 6.8584 -2.9380
N 2.1195 6.5971 1.0704
H 2.3697 3.9441 1.2103
H 4.0267 4.5381 1.4529
H 3.6565 3.7382 -0.0194
H 3.5886 6.1426 -0.3495
H 0.8843 5.1301 -0.6101
H 2.2200 4.9700 -1.8059
H -0.0639 6.4323 -2.9849
H 1.5321 6.1902 -3.6031
H 1.1000 7.9164 -3.2276
H 2.4478 6.4622 2.0760
H 2.0666 7.5867 0.7628
C 4.8936 -5.4800 -0.5954
C 4.5934 -4.8941 0.7711
C 3.3424 -5.6635 1.3271
O 2.3492 -5.7471 0.3566
C 1.1128 -6.3018 0.8163
N 5.7318 -4.9015 1.6363
H 3.9598 -5.6188 -1.1353
H 5.4365 -6.4197 -0.4604
H 5.5903 -4.8399 -1.1622
H 4.2156 -3.8767 0.5823
H 3.0622 -5.0789 2.1440
H 3.5650 -6.6786 1.7344
H 0.7032 -5.7921 1.6768
H 1.3010 -7.3295 1.1150
H 0.3347 -6.3678 0.0413
H 5.4570 -4.3286 2.4573
H 5.9514 -5.8347 1.9183
C 7.4432 -2.7149 3.6589
C 6.3644 -1.6997 3.6340
C 5.7951 -1.5223 5.0808
O 4.5323 -0.8161 5.0948
C 3.3847 -1.6646 5.0219
N 6.8436 -0.4371 3.0688
H 8.3578 -2.2256 3.9195
H 7.5438 -3.1161 2.6444
H 7.1471 -3.5098 4.3219
H 5.4976 -2.0646 3.1386
H 6.5046 -1.0256 5.7315
H 5.6294 -2.4938 5.5332
H 3.4670 -2.1815 4.0940
H 2.5568 -1.0350 4.9998
H 3.3383 -2.2948 5.8794
H 6.0140 0.1830 2.9641
H 7.6637 -0.0100 3.3876
C 1.5031 0.3036 -6.5861
C 0.3612 1.2129 -7.1037
C -0.9552 0.5218 -7.4985
O -1.7485 1.5323 -8.1271
C -2.9925 0.9606 -8.6238
N -0.0781 2.2188 -6.0476
H 2.3742 1.0072 -6.5540
H 1.8119 -0.3527 -7.3329
H 1.5515 -0.1926 -5.6441
H 0.7920 1.6148 -7.9950
H -1.3526 0.1776 -6.5638
H -0.8276 -0.3022 -8.2158
H -3.6752 1.7736 -8.8012
H -3.5071 0.2655 -7.8950
H -2.7835 0.3396 -9.5094
H -0.6601 2.8744 -6.5383
H 0.7179 2.8283 -5.7125
O -0.6188 5.5381 2.3004
H -0.1906 4.6414 2.5055
H 0.0996 5.9599 1.8046
O -3.1366 1.0915 -3.8403
H -3.0334 0.9578 -2.8881
H -2.2624 1.3374 -4.1763
O 1.6354 -5.0420 -2.5835
H 1.0002 -5.6784 -2.3257
H 1.9965 -4.6059 -1.7748
O 2.2035 0.6157 2.4628
H 2.3324 1.0808 3.3158
H 2.8148 0.9605 1.7793
O 5.2132 1.4939 -0.0754
H 4.3412 1.1044 -0.2608
H 5.8429 0.7289 -0.0832
O 0.3752 3.0446 2.7998
H 0.1973 2.6073 3.6696
H 0.6687 2.3192 2.2688
O 0.2572 -3.1526 -4.3222
H 0.4970 -3.2035 -5.2559
H 0.8609 -3.7929 -3.8680
O 6.8666 -1.1937 0.3705
H 6.7585 -2.1820 0.3231
H 6.9760 -1.0330 1.3286
O -2.7566 1.9297 3.8550
H -3.0531 2.6867 3.2341
H -3.5293 1.3074 3.7502
C -8.5828 2.3678 2.9939
C -7.1188 2.5859 2.7710
O -6.5167 1.3554 3.0780
H -8.7390 2.1440 4.0289
H -8.9890 1.4682 2.4329
H -9.2293 3.2225 2.7575
H -6.6102 3.3178 3.3999
H -6.8886 2.8796 1.7549
H -7.0643 0.7297 2.6307
C -3.5907 -4.9775 1.8452
C -2.7432 -3.7185 1.6338
O -3.5627 -2.5524 1.5354
H -2.9930 -5.8425 2.0625
H -4.1396 -5.2176 0.9279
H -4.2427 -4.8334 2.7788
H -2.2163 -3.7711 0.6348
H -1.9703 -3.5526 2.4223
H -3.3690 -1.9754 2.3100
C 0.8863 1.8790 -1.6027
C -0.6175 2.3086 -1.6227
O -1.4973 1.1594 -1.5417
H 1.0936 0.8548 -1.8981
H 1.3208 1.9708 -0.6226
H 1.5295 2.5492 -2.2767
H -0.8417 2.8815 -2.5457
H -0.8487 2.8815 -0.7129
H -1.2439 0.4181 -2.0715
C -3.0589 5.2707 -0.3281
C -3.4361 3.9872 0.4658
O -3.2212 4.1699 1.9197
H -3.2405 5.1509 -1.3949
H -2.0259 5.5537 -0.2195
H -3.6829 6.0779 0.0942
H -3.0084 3.0772 0.0417
H -4.4756 3.8464 0.2633
H -2.4040 4.7609 2.0190
C -3.3906 -2.2988 -2.0423
C -2.4604 -2.0724 -3.2119
O -1.2381 -1.4537 -2.8157
H -4.4350 -2.3101 -2.4661
H -3.3774 -1.3988 -1.4837
H -3.1237 -3.0977 -1.3640
H -3.0037 -1.5081 -3.9196
H -2.2684 -2.9819 -3.7356
H -0.6308 -2.0243 -3.2915
C 4.6378 -0.9729 -1.8866
C 3.7705 -1.2746 -0.6654
O 2.9658 -0.1085 -0.3765
H 5.3870 -0.2045 -1.6504
H 3.9916 -0.6277 -2.6596
H 5.2186 -1.8553 -2.2881
H 4.4087 -1.6027 0.1528
H 3.0070 -1.9839 -0.9722
H 2.0061 -0.2577 -0.5837
C -2.2330 -7.5273 -3.1860
C -2.4542 -6.1030 -2.7201
O -1.3244 -5.6140 -1.9401
H -1.3577 -7.7137 -3.7938
H -3.0661 -7.9019 -3.7993
H -2.0508 -8.1875 -2.3735
H -3.3579 -6.1152 -2.0815
H -2.6086 -5.4574 -3.5762
H -1.1431 -4.7497 -2.2671
C -4.8698 -2.5937 5.0804
C -4.7245 -1.0061 5.0480
O -4.7075 -0.4212 3.7666
H -5.1715 -2.9243 6.1072
H -3.9460 -3.0740 4.7450
H -5.6412 -2.8833 4.3907
H -3.8251 -0.7179 5.5754
H -5.5897 -0.5823 5.6257
H -5.4425 0.2211 3.6803
C -0.7016 -0.6309 1.2442
C 0.2324 -1.6466 0.7532
O 0.6632 -1.4496 -0.6989
H -0.9374 -0.7715 2.2926
H -1.5847 -0.4613 0.6403
H -0.1823 0.3461 1.2678
H -0.0755 -2.7094 0.7855
H 1.1408 -1.6553 1.3286
H -0.2116 -1.4349 -1.1586
C -5.4922 0.2830 -0.0483
C -6.4544 -0.8031 0.2709
O -6.6488 -0.8480 1.6766
H -5.3946 0.4965 -1.1704
H -4.4780 0.1926 0.3737
H -5.8997 1.1938 0.4317
H -6.2633 -1.7689 -0.1263
H -7.4652 -0.5532 -0.1093
H -5.8529 -0.9296 2.1975
C 3.8400 2.6674 -3.8496
C 4.8189 3.4062 -2.9596
O 6.0527 2.6926 -2.7583
H 4.3959 2.0330 -4.5191
H 3.1469 3.2771 -4.3756
H 3.1458 2.0269 -3.2890
H 4.3155 3.5755 -1.9918
H 4.9598 4.4105 -3.4398
H 5.9101 2.1639 -1.9896
C -0.5081 -0.2827 6.5219
C -0.9368 1.1743 6.6069
O -0.7607 1.9502 5.4539
H -1.0907 -0.7804 5.7614
H -0.6759 -0.8508 7.4320
H 0.5586 -0.3262 6.1994
H -0.3585 1.7388 7.3858
H -2.0373 1.1604 6.9197
H -1.5989 1.9273 4.8930
*
```

Atomic partial charges in e from the Löwdin method, atoms 1 to 2: -0.046 -0.401